Computed, not measured: C26H65ClGaO19S6 as an isolated structure at a distorted geometry, with wB97M-V/def2-TZVPD.

Computed properties:
LUMO level ... 0.04527 Ha
Orbital gap ... 5.71 eV

ORCA input file:
```
! RIJCOSX wB97M-V def2-TZVPD def2/J DEFGRID3
* xyz -1 1
C -6.673 0.714 3.736
C -5.593 1.121 4.432
C -4.279 0.420 4.658
Ga -3.584 -0.776 3.180
C -4.957 -1.796 2.126
Cl -2.331 0.452 1.661
C -2.350 -2.117 4.075
C -1.883 -3.291 3.212
C -0.871 -2.883 2.164
O 0.310 -2.403 2.800
C 1.173 -1.794 1.870
H -7.068 -0.297 3.769
H -7.170 1.431 3.088
H -5.679 2.102 4.913
H -4.231 -0.164 5.589
H -3.549 1.224 4.802
H -4.444 -2.347 1.330
H -5.723 -1.177 1.660
H -5.422 -2.543 2.776
H -1.483 -1.637 4.538
H -2.969 -2.517 4.888
H -1.423 -4.079 3.826
H -2.733 -3.754 2.700
H -0.603 -3.729 1.513
H -1.286 -2.084 1.539
H 2.153 -1.689 2.340
H 1.279 -2.400 0.963
H 0.797 -0.812 1.563
O 0.205 -0.430 8.586
S 1.138 0.613 8.277
O 0.650 1.905 7.904
O 2.167 0.089 7.198
C 1.662 -0.523 5.974
C 1.177 0.481 4.959
C 2.293 0.784 9.593
H 0.886 -1.246 6.226
H 2.518 -1.079 5.596
H 0.268 0.976 5.298
H 0.952 -0.035 4.025
H 1.928 1.251 4.776
H 2.682 -0.200 9.840
H 1.757 1.211 10.437
H 3.088 1.451 9.271
O 0.679 1.164 -1.872
S -0.047 -0.046 -2.126
O 0.342 -1.246 -1.451
O -0.024 -0.311 -3.706
C 1.263 -0.277 -4.358
C 2.063 -1.544 -4.137
C -1.772 0.212 -1.977
H 1.816 0.605 -4.033
H 1.039 -0.161 -5.418
H 2.372 -1.641 -3.097
H 2.953 -1.521 -4.768
H 1.467 -2.421 -4.390
H -2.031 1.098 -2.550
H -2.016 0.354 -0.923
H -2.279 -0.670 -2.360
O 4.547 -1.585 10.393
S 5.427 -2.710 10.513
O 6.010 -3.005 11.786
O 6.567 -2.581 9.418
C 7.282 -1.320 9.348
C 8.320 -1.180 10.440
C 4.652 -4.148 9.868
H 6.558 -0.505 9.366
H 7.744 -1.332 8.364
H 7.856 -1.092 11.421
H 8.916 -0.286 10.255
H 8.978 -2.048 10.456
H 4.243 -3.914 8.889
H 3.858 -4.410 10.563
H 5.389 -4.944 9.811
O 2.614 2.802 -8.320
S 1.949 1.575 -8.640
O 2.332 0.363 -7.980
O 1.995 1.359 -10.210
C 3.291 1.451 -10.858
C 4.125 0.203 -10.666
C 0.209 1.778 -8.487
H 3.809 2.340 -10.500
H 3.059 1.597 -11.911
H 4.430 0.083 -9.627
H 5.016 0.274 -11.291
H 3.557 -0.683 -10.951
H -0.087 2.676 -9.022
H 0.001 1.877 -7.424
H -0.280 0.896 -8.891
O 3.968 2.341 -15.169
S 4.972 1.320 -15.127
O 5.629 1.039 -13.886
O 6.053 1.609 -16.249
C 6.638 2.939 -16.280
C 7.695 3.132 -15.217
C 4.338 -0.175 -15.798
H 5.838 3.676 -16.199
H 7.063 3.017 -17.278
H 7.262 3.130 -14.218
H 8.193 4.089 -15.376
H 8.437 2.335 -15.264
H 3.867 0.041 -16.752
H 3.609 -0.550 -15.083
H 5.158 -0.880 -15.911
O -9.540 2.275 4.527
S -10.228 1.938 5.733
O -10.185 0.606 6.249
O -11.753 2.397 5.589
C -12.455 1.931 4.412
C -12.893 0.487 4.527
C -9.771 3.067 7.001
H -11.823 2.092 3.538
H -13.313 2.595 4.332
H -12.038 -0.187 4.531
H -13.531 0.235 3.679
H -13.450 0.328 5.451
H -9.845 4.078 6.612
H -8.742 2.827 7.261
H -10.427 2.920 7.855
*
```

---

Computed, not measured: a 4-piece molecular cluster, C2H14N2O3 overall at a distorted geometry, with wB97M-V/def2-TZVPD.

Computed properties:
LUMO level ... 0.01709 Ha
Orbital gap ... 9.49 eV
SMILES ... NCCN.O.O.O
Relative energy (zero: lowest compared OMol25 entry of this formula, charge and spin) ... 32.33 kcal/mol

ORCA input file:
```
! RIJCOSX wB97M-V def2-TZVPD def2/J DEFGRID3
* xyz 0 1
N -0.254 -0.502 -2.432
C 0.001 -1.355 -1.220
C -1.055 -1.021 -0.128
N -0.756 -1.667 1.143
H 0.496 -0.533 -3.076
H -0.360 0.438 -2.087
H -0.140 -2.423 -1.339
H 0.960 -1.073 -0.819
H -2.040 -1.278 -0.323
H -1.086 0.022 0.009
H -1.042 -2.611 1.385
H -1.337 -1.074 1.791
O 2.201 -0.159 2.004
H 1.461 -0.760 2.196
H 2.717 -0.482 1.231
O 0.548 2.427 -1.319
H 0.262 2.176 -0.442
H 0.556 3.374 -1.385
O -0.674 2.302 1.313
H -0.488 1.389 1.740
H 0.028 2.811 1.757
*
```

---

Q: What is the orbital gap in the second record?
A: 9.49 eV